(1)
The molecule C5H6N4. Source: OMol25; level of theory: ωB97M-V/def2-TZVPD.

Structure (XYZ):
```
15
Properties=species:S:1:pos:R:3
C -0.7283 -0.5273 -0.1790
H 1.3230 0.5067 -2.3573
H 2.4034 1.7406 -0.6914
C 0.4862 0.2112 1.5171
C 0.9660 0.5019 -1.4034
N -2.1847 1.6047 -0.0751
N 0.1539 -0.5361 -1.1617
H -0.6650 -2.4565 -0.0219
H -0.4619 0.9251 1.5673
H 0.5310 -0.5657 2.3843
N -1.3208 -1.7945 0.2228
N 1.5577 0.6456 0.9007
C -1.5115 0.6730 -0.0681
H -2.2632 -1.9696 -0.2871
C 1.7143 1.0409 -0.3471
```

Computed properties:
net charge = 0
SMILES = C=N/C=C\N=C(\N)C#N
ΔE to the lowest compared entry with this formula, charge and spin = 71.8 kcal/mol
energy = -11238.5515 eV

(2)
The molecule C5H6N4O2. Source: OMol25; level of theory: ωB97M-V/def2-TZVPD.

Structure (XYZ):
```
17
Properties=species:S:1:pos:R:3
C -1.6432 1.2432 1.2815
H -2.2481 -1.3673 -2.3528
O 0.7173 1.3722 2.1784
C -0.6588 -1.4337 -0.8262
H -2.6858 1.6240 1.5024
N -0.4055 -0.5809 0.1068
H 0.6057 1.5041 0.2267
H 1.4090 -1.3317 0.5528
C -1.8657 -1.1792 -1.3728
H 0.0910 -2.0468 -1.2674
H 2.3322 1.2714 0.9736
C -1.5414 0.2031 0.2741
O -0.9858 2.3601 3.1365
N -0.8043 1.6445 2.1422
N -2.4127 -0.2005 -0.6300
C 1.2639 0.8731 0.9284
N 0.7651 -0.5362 0.7503
```

Computed properties:
net charge = 0
SMILES = [O-][N+]1=Cc2nccn2NCO1
ΔE to the lowest compared entry with this formula, charge and spin = 159.5 kcal/mol
energy = -15331.1017 eV

(3)
The molecule C5H6N4O2. Source: OMol25; level of theory: ωB97M-V/def2-TZVPD.

Structure (XYZ):
```
17
Properties=species:S:1:pos:R:3
H 1.7054 -0.8397 1.9229
N 0.5649 -1.8177 -0.6653
H -1.4477 1.6978 0.2530
C 0.6849 -0.4527 -0.8603
O -0.5984 1.2402 0.2081
H -0.6692 1.2752 -2.3215
C 3.0401 0.0414 0.2844
N 1.6818 0.1171 -1.5332
C -0.6957 0.1885 -0.7087
N -0.5651 -2.1501 -0.2985
H -1.7933 -0.9240 0.8407
N 2.8011 0.3430 -1.1035
H -2.3650 -1.2429 -0.8171
O -1.2479 0.6191 -1.9141
C -1.4864 -1.0449 -0.2009
H 4.0578 0.3105 0.5262
C 2.1003 -0.4205 1.0382
```

Computed properties:
net charge = 0
ΔE to the lowest compared entry with this formula, charge and spin = 156.0 kcal/mol
energy = -15331.2513 eV

(4)
The molecule C5H6N6O. Source: OMol25; level of theory: ωB97M-V/def2-TZVPD.

Structure (XYZ):
```
18
Properties=species:S:1:pos:R:3
C -0.5713 -0.4882 0.0140
H -0.9862 1.1824 -3.2337
N 0.8028 1.5385 -2.1147
H -1.3248 1.9782 -1.6086
N 0.5853 -0.9847 3.7776
N -0.7118 -1.7919 0.4876
N 0.2165 0.5211 1.8912
H -2.1357 -0.4091 -1.6049
C 0.1144 -0.7901 2.3498
H 1.0630 2.0276 -1.2280
H -0.5156 -1.1525 -2.1763
C -0.9766 -0.2975 -1.5615
N -0.1497 0.6821 0.6440
C -0.6499 1.1760 -2.1183
H 0.9006 2.2826 -2.8417
C 1.7342 -1.6087 3.7791
O 2.9511 -1.9118 3.8106
N -0.3464 -1.9539 1.7340
```

Computed properties:
net charge = 0
ΔE to the lowest compared entry with this formula, charge and spin = 102.9 kcal/mol
energy = -16265.7738 eV

(5)
The ion C5H6NO with charge +1. Source: OMol25; level of theory: ωB97M-V/def2-TZVPD.

Structure (XYZ):
```
13
Properties=species:S:1:pos:R:3
C -1.0373 1.7034 -0.9678
C -0.8172 -0.6416 -1.0161
H -1.3308 2.6194 -1.6042
C -0.0950 -0.7695 0.4782
C -0.3817 1.7078 0.2282
H 0.9589 -2.5452 0.7705
H -0.0428 2.4891 0.8751
H 1.8810 -0.9967 0.9954
H 1.5144 -1.6422 -0.6033
H -0.9324 -1.3063 1.0471
C 1.1756 -1.6175 0.4343
N -1.0200 0.4246 -1.4587
O 0.1273 0.5745 0.8214
```

Computed properties:
net charge = +1
SMILES = C[C@@H]1C#[N+]C=CO1
ΔE to the lowest compared entry with this formula, charge and spin = 113.8 kcal/mol
energy = -8808.0154 eV

(6)
The ion C5H6NO3P with charge -2. Source: OMol25; level of theory: ωB97M-V/def2-TZVPD.

Structure (XYZ):
```
16
Properties=species:S:1:pos:R:3
C 0.6966 -1.0283 1.1975
C 0.1267 -1.5939 -0.0910
O -0.4150 0.7102 -1.9839
H 0.3395 -2.7846 -0.0904
O -1.5945 2.6492 -0.8119
O -2.3699 0.1831 -0.3726
C 0.0732 1.3553 0.8330
H 1.1935 -1.6689 1.9090
C 0.5869 -0.0474 -1.9338
N 0.9141 -1.0209 -1.1872
H -1.0125 -1.3640 0.0261
P -1.2426 1.2474 -0.4009
H -0.0901 2.2935 1.3646
C 0.5816 0.2548 1.6449
H 1.3363 0.2673 -2.7532
H 0.8760 0.5473 2.6498
```

Computed properties:
net charge = -2
SMILES = [O-]P1([O-])=C/C=C\C/N=C\O1
ΔE to the lowest compared entry with this formula, charge and spin = 24.8 kcal/mol
energy = -22202.3891 eV

(7)
The ion C5H6NO4 with charge +1. Source: OMol25; level of theory: ωB97M-V/def2-TZVPD.

Structure (XYZ):
```
16
Properties=species:S:1:pos:R:3
H 2.2896 0.8858 -0.9648
O -1.6341 0.5934 0.2285
O -0.6484 -2.2201 -0.1385
C 0.1306 -1.3407 -0.2461
C -3.3932 0.3735 0.2526
C 0.6774 0.8577 0.2541
H 1.8683 -1.6671 -1.3592
H -3.5621 -0.4824 0.7978
C 1.5872 -1.3031 -0.4309
O 0.4228 2.1013 0.3743
C 1.9441 0.2248 -0.0949
N -0.2809 -0.0425 0.2121
H 2.8414 0.3754 0.5761
H 2.0959 -1.8878 0.4445
H -0.6426 2.2203 0.4432
O -3.6959 1.3116 -0.3487
```

Computed properties:
net charge = +1
SMILES = O=CO[N+]1=C(O)CCC1=O
ΔE to the lowest compared entry with this formula, charge and spin = 49.8 kcal/mol
energy = -14951.3132 eV

(8)
The ion C5H6NO5S2 with charge -1. Source: OMol25; level of theory: ωB97M-V/def2-TZVPD.

Structure (XYZ):
```
19
Properties=species:S:1:pos:R:3
C 0.0840 -0.8857 0.0887
N -0.5897 -0.9845 -1.2090
H -0.1509 -0.2970 -1.8360
H -0.3932 -2.6661 -1.0637
C -0.6326 -0.0154 1.0689
S -0.2726 1.6439 1.3508
O 0.9269 1.1301 -1.9797
H 1.3472 3.0855 0.5421
C 0.2661 -2.3276 0.6220
O 0.7096 -2.5948 1.7054
H -1.5715 -0.7395 -1.1193
O -0.0822 -3.2260 -0.2828
H 1.0946 -0.4986 -0.0920
O -2.5865 0.2666 2.7496
C 1.0692 2.0815 0.2216
H 1.9056 1.3979 0.3739
O 0.1394 3.2028 -1.6870
S -1.9141 -0.7251 1.8846
C 0.6508 2.1519 -1.3381
```

Computed properties:
net charge = -1
ΔE to the lowest compared entry with this formula, charge and spin = 0.0 kcal/mol
energy = -38682.3125 eV

(9)
The molecule C5H6NOPS. Source: OMol25; level of theory: ωB97M-V/def2-TZVPD.

Structure (XYZ):
```
15
Properties=species:S:1:pos:R:3
H -0.5994 -0.0932 0.5503
C 0.0276 -0.8783 0.0582
N 2.2556 -0.8995 0.7553
C 1.5984 0.8843 -0.7667
S 0.1240 -2.2992 1.1680
H -0.1064 -1.8862 -1.9222
P -1.3035 0.2739 -2.3095
H 2.4741 1.5706 -0.6281
C 1.4352 -0.1973 -0.0167
C -0.6449 -1.1721 -1.2583
H 2.4608 -2.3865 2.1321
H -1.6282 -1.7903 -0.8854
C 1.8079 -1.9554 1.3906
H 0.7510 1.2332 -1.4079
O -0.9397 0.0287 -3.7050
```

Computed properties:
net charge = 0
SMILES = C=C1N=CS[C@@H]1CP=O
ΔE to the lowest compared entry with this formula, charge and spin = 31.4 kcal/mol
energy = -28941.7934 eV

(10)
A structure of composition C5H6NaO3. Source: OMol25; level of theory: ωB97M-V/def2-TZVPD.

Structure (XYZ):
```
15
Properties=species:S:1:pos:R:3
O 0.5456 1.5540 0.0378
H 0.9653 3.5754 0.1909
C -2.2584 4.8401 1.9820
O 1.8823 -0.2459 0.0677
H -1.7753 2.4363 0.9655
C -1.4236 4.5674 1.0030
Na 0.9652 -2.4812 -0.0056
C 0.3242 2.8059 0.6564
H 0.5513 2.7439 1.7350
C 1.8053 1.0150 0.0596
C -1.1383 3.1806 0.4693
O 2.7303 1.8222 0.0687
H -0.8761 5.3874 0.5180
H -1.3678 3.1578 -0.6072
H -2.9290 4.2860 2.6400
```

Computed properties:
net charge = 0
multiplicity = 2
ΔE to the lowest compared entry with this formula, charge and spin = 0.0 kcal/mol
energy = -15838.5991 eV

(11)
The molecule C5H6O. Source: OMol25; level of theory: ωB97M-V/def2-TZVPD.

Structure (XYZ):
```
12
Properties=species:S:1:pos:R:3
H -0.8342 -1.1082 -2.1354
C 1.0210 -0.1221 0.1650
C -0.9141 0.6077 -0.7444
C 0.1218 -0.5212 1.2745
H 2.0398 0.0557 0.4969
H 0.1988 1.9980 0.6612
C 0.0460 0.9669 0.3344
O 0.8870 -0.7618 -1.0743
H -0.9312 -0.7112 1.2797
C -0.3978 -0.4492 -1.3994
H 0.6360 -1.0181 2.1106
H -1.8730 1.0635 -0.9688
```

Computed properties:
net charge = 0
SMILES = C1=C[C@H]2C[C@H]2O1
ΔE to the lowest compared entry with this formula, charge and spin = 67.2 kcal/mol
energy = -7326.3724 eV

(12)
The molecule C5H6O. Source: OMol25; level of theory: ωB97M-V/def2-TZVPD.

Structure (XYZ):
```
12
Properties=species:S:1:pos:R:3
C -0.3269 0.9679 -0.1325
C 0.9475 1.2690 -0.2360
H 2.9530 0.4345 0.2076
H 1.3129 2.2252 -0.6135
C -1.2535 0.0887 0.1062
H 1.6003 -0.2193 1.1556
C -2.1107 -1.0198 -0.2091
H 1.7840 -0.6662 -0.5455
H -1.6870 -2.0256 -0.1923
C 1.8993 0.1553 0.1713
H -3.0173 -0.8778 -0.7924
O -2.1017 -0.3321 1.0805
```

Computed properties:
net charge = 0
SMILES = CC=C=C1CO1
ΔE to the lowest compared entry with this formula, charge and spin = 78.5 kcal/mol
energy = -7325.8788 eV

Number 8 is which compound? C5H6NO5S2